# 1
{"formula": "C25H25BF6NO3", "method": "ωB97M-V with the def2-TZVPD basis set", "total_charge": 1, "homo_ev": -10.3, "max_force_ev_per_a": 2.79, "orbital_gap_ev": 5.12, "lumo_ev": -5.18, "total_energy_ha": -1871.99510, "relative_energy_kj_mol": 0.0, "elements": ["C", "C", "C", "C", "C", "B", "O", "C", "C", "N", "C", "C", "C", "O", "O", "H", "H", "H", "H", "H", "H", "H", "H", "H", "H", "H", "H", "H", "H", "H", "H", "F", "C", "F", "F", "C", "C", "C", "C", "C", "C", "C", "C", "C", "C", "F", "F", "F", "C", "C", "C", "C", "H", "H", "H", "H", "H", "H", "H", "H", "H"], "positions_angstrom": [[-5.377, 0.837, 1.781], [-4.138, 0.155, 1.447], [-3.924, -0.930, 0.626], [-2.528, -1.179, 0.665], [-1.949, -0.292, 1.559], [-0.493, -0.404, 2.262], [0.103, 0.917, 2.321], [-0.159, 1.527, 3.614], [-0.234, 0.388, 4.624], [-0.515, -0.870, 3.852], [-1.736, -1.552, 4.357], [0.625, -1.868, 3.910], [0.660, -2.500, 2.528], [0.216, -1.490, 1.581], [-2.941, 0.565, 2.007], [-6.203, 0.214, 1.411], [-5.525, 0.988, 2.857], [-5.479, 1.808, 1.281], [-4.663, -1.493, 0.052], [-1.988, -1.949, 0.132], [0.644, 2.246, 3.830], [-1.118, 2.071, 3.583], [0.722, 0.273, 5.155], [-1.040, 0.537, 5.345], [-1.509, -1.908, 5.374], [-2.568, -0.838, 4.403], [-1.996, -2.409, 3.718], [1.565, -1.348, 4.109], [0.459, -2.579, 4.724], [1.690, -2.783, 2.250], [0.015, -3.395, 2.493], [5.795, 3.422, 5.843], [4.485, 3.701, 5.536], [3.752, 3.446, 6.666], [4.393, 5.041, 5.297], [4.013, 2.872, 4.376], [3.567, 1.571, 4.599], [3.023, 0.859, 3.546], [2.799, 1.457, 2.276], [1.982, 0.790, 1.292], [1.851, 1.280, -0.055], [1.603, 2.640, -0.381], [1.778, 3.098, -1.676], [2.185, 2.194, -2.658], [2.471, 2.716, -4.033], [2.640, 1.723, -4.948], [1.456, 3.521, -4.491], [3.616, 3.479, -4.030], [2.362, 0.835, -2.390], [2.118, 0.370, -1.109], [3.408, 2.712, 2.055], [4.049, 3.387, 3.091], [3.625, 1.139, 5.595], [2.700, -0.168, 3.710], [1.966, -0.291, 1.351], [1.334, 3.349, 0.404], [1.636, 4.158, -1.920], [2.691, 0.151, -3.176], [2.222, -0.691, -0.891], [3.377, 3.189, 1.074], [4.554, 4.326, 2.883]]}

=====

# 2
{"formula": "C25H25Cl2N3O3S", "method": "ωB97M-V with the def2-TZVPD basis set", "homo_ev": -8.7, "max_force_ev_per_a": 0.91, "orbital_gap_ev": 8.84, "lumo_ev": 0.18, "smiles": "Cc1ccc(N(C(=O)c2nsc(Cl)c2Cl)[C@@H](C(=O)NC2CCCC2)c2ccc(O)cc2)cc1C", "total_energy_ha": -2676.27136, "relative_energy_kj_mol": 0.0, "elements": ["C", "C", "C", "C", "C", "C", "C", "C", "H", "H", "H", "H", "N", "C", "O", "C", "N", "S", "C", "C", "Cl", "Cl", "C", "C", "C", "C", "C", "C", "C", "H", "H", "O", "H", "H", "H", "H", "C", "O", "N", "H", "C", "C", "H", "H", "C", "H", "H", "C", "H", "H", "C", "H", "H", "H", "H", "H", "H", "H", "H"], "positions_angstrom": [[-2.078, -2.886, -2.314], [-1.740, -1.795, -1.347], [-0.995, -0.698, -1.758], [-0.685, 0.332, -0.889], [-1.115, 0.264, 0.430], [-1.836, -0.843, 0.859], [-2.166, -1.867, -0.016], [-2.965, -3.035, 0.471], [-2.404, -3.961, 0.351], [-3.888, -3.131, -0.101], [-3.218, -2.915, 1.521], [-2.141, -0.900, 1.893], [-0.849, 1.320, 1.340], [-1.864, 2.002, 1.921], [-1.722, 2.892, 2.726], [-3.224, 1.585, 1.421], [-4.047, 0.938, 2.200], [-5.467, 0.612, 1.477], [-5.014, 1.384, 0.001], [-3.737, 1.879, 0.132], [-2.911, 2.723, -1.099], [-6.012, 1.481, -1.370], [0.521, 1.597, 1.769], [1.290, 2.467, 0.800], [2.681, 2.421, 0.762], [3.394, 3.229, -0.100], [2.727, 4.115, -0.940], [1.340, 4.186, -0.889], [0.634, 3.374, -0.022], [-0.441, 3.458, 0.020], [0.812, 4.887, -1.522], [3.464, 4.886, -1.782], [2.885, 5.479, -2.277], [4.471, 3.195, -0.132], [3.212, 1.754, 1.424], [0.420, 2.139, 2.721], [1.226, 0.262, 2.084], [1.355, -0.146, 3.216], [1.664, -0.396, 0.995], [1.499, -0.007, 0.080], [2.335, -1.676, 1.048], [3.522, -1.680, 0.081], [4.037, -0.721, 0.063], [4.231, -2.452, 0.378], [2.886, -2.042, -1.258], [3.618, -2.387, -1.986], [2.375, -1.174, -1.679], [1.873, -3.129, -0.893], [2.355, -4.107, -0.928], [1.033, -3.144, -1.585], [1.423, -2.812, 0.544], [0.383, -2.491, 0.578], [1.523, -3.686, 1.185], [2.629, -1.819, 2.090], [-0.128, 1.190, -1.236], [-0.661, -0.640, -2.784], [-3.158, -2.980, -2.422], [-1.650, -2.683, -3.293], [-1.700, -3.845, -1.961]]}

=====

# 3
{"formula": "C25H25Cl3CuFN4O4S2", "method": "ωB97M-V with the def2-TZVPD basis set", "homo_ev": -5.7, "max_force_ev_per_a": 1.07, "orbital_gap_ev": 3.74, "lumo_ev": -1.92, "total_energy_ha": -5404.89725, "relative_energy_kj_mol": 157.1, "elements": ["Cu", "Cl", "C", "C", "C", "Cl", "C", "O", "C", "Cl", "C", "H", "H", "C", "C", "N", "C", "C", "C", "O", "O", "C", "O", "C", "C", "C", "F", "C", "C", "C", "N", "C", "C", "N", "C", "C", "H", "H", "H", "H", "H", "H", "H", "H", "H", "H", "H", "H", "H", "H", "H", "H", "H", "H", "S", "C", "N", "C", "C", "S", "H", "H", "H", "H", "H"], "positions_angstrom": [[2.251, -2.002, -2.584], [-0.126, -8.032, 0.656], [0.769, -6.728, -0.075], [0.158, -5.909, -1.006], [0.876, -4.862, -1.551], [0.125, -3.827, -2.729], [2.221, -4.562, -1.209], [2.895, -3.587, -1.682], [2.788, -5.469, -0.266], [4.437, -5.204, 0.185], [2.089, -6.517, 0.295], [-0.864, -6.092, -1.308], [2.573, -7.164, 1.013], [2.138, 5.002, 0.116], [2.729, 3.756, 0.770], [2.226, 2.526, 0.176], [2.901, 2.009, -0.901], [2.543, 0.914, -1.605], [3.482, 0.564, -2.784], [4.298, 1.443, -3.074], [3.358, -0.573, -3.315], [1.368, 0.182, -1.201], [0.911, -0.828, -1.745], [0.669, 0.720, -0.027], [-0.456, 0.060, 0.452], [-1.168, 0.553, 1.514], [-2.216, -0.184, 1.966], [-0.829, 1.763, 2.120], [0.289, 2.432, 1.635], [1.078, 1.909, 0.607], [-1.576, 2.389, 3.167], [-0.861, 2.790, 4.370], [-1.455, 4.139, 4.827], [-2.840, 4.211, 4.264], [-3.545, 2.911, 4.480], [-2.903, 1.889, 3.518], [2.569, 5.901, 0.558], [1.054, 5.037, 0.238], [2.361, 4.997, -0.951], [2.535, 3.745, 1.843], [3.811, 3.759, 0.641], [3.796, 2.536, -1.208], [-0.752, -0.868, -0.022], [0.525, 3.401, 2.053], [0.198, 2.899, 4.168], [-0.964, 2.039, 5.164], [-0.892, 4.984, 4.435], [-1.513, 4.217, 5.911], [-2.721, 4.301, 3.249], [-3.357, 5.008, 4.627], [-4.607, 3.030, 4.282], [-3.410, 2.631, 5.523], [-3.497, 1.810, 2.610], [-2.884, 0.905, 3.995], [-0.249, -0.220, -5.062], [-1.127, -1.586, -5.236], [-2.117, -1.991, -4.406], [-2.635, -3.341, -4.553], [-2.328, -3.767, -5.987], [-0.886, -2.776, -6.506], [-2.150, -1.543, -3.503], [-3.712, -3.339, -4.375], [-2.160, -4.019, -3.841], [-3.151, -3.553, -6.665], [-2.071, -4.821, -6.053]]}

=====

# 4
{"formula": "C25H25Cl3IN7O4Re", "method": "ωB97M-V with the def2-TZVPD basis set", "homo_ev": [-7.3, -7.2], "max_force_ev_per_a": 2.14, "orbital_gap_ev": [5.67, 6.60], "spin_multiplicity": 2, "lumo_ev": [-1.66, -0.65], "total_energy_ha": -3408.52370, "relative_energy_kj_mol": 233.6, "elements": ["Re", "O", "C", "N", "C", "C", "C", "C", "C", "C", "N", "C", "O", "C", "C", "C", "C", "C", "N", "C", "C", "C", "C", "C", "N", "H", "H", "H", "H", "H", "H", "H", "H", "H", "H", "H", "H", "Cl", "C", "Cl", "Cl", "C", "O", "O", "C", "N", "C", "C", "N", "N", "C", "C", "H", "H", "H", "H", "H", "H", "H", "H", "H", "H", "H", "H", "H", "I"], "positions_angstrom": [[0.355, 0.271, -1.144], [-2.027, -2.820, 0.132], [-0.950, -2.426, -0.291], [-0.798, -1.471, -1.276], [-1.688, -1.470, -2.337], [-2.643, -2.447, -2.618], [-3.448, -2.328, -3.734], [-3.321, -1.245, -4.597], [-2.395, -0.259, -4.343], [-1.553, -0.374, -3.233], [-0.571, 0.515, -2.932], [-0.803, 1.863, -3.190], [-0.444, 2.502, -4.141], [-1.617, 2.453, -2.062], [-2.233, 3.688, -2.202], [-2.977, 4.174, -1.139], [-3.083, 3.401, 0.006], [-2.424, 2.180, 0.052], [-1.702, 1.717, -0.952], [0.328, -3.061, 0.155], [0.291, -4.376, 0.624], [1.490, -5.035, 0.831], [2.673, -4.355, 0.590], [2.601, -3.039, 0.155], [1.462, -2.409, -0.052], [-2.776, -3.281, -1.948], [-4.198, -3.077, -3.929], [-3.952, -1.169, -5.470], [-2.275, 0.592, -4.996], [-2.095, 4.240, -3.119], [-3.453, 5.142, -1.198], [-3.661, 3.732, 0.854], [-2.499, 1.554, 0.932], [-0.664, -4.851, 0.788], [1.504, -6.065, 1.157], [3.632, -4.828, 0.731], [3.501, -2.483, -0.065], [0.371, 5.299, -1.520], [1.211, 4.579, -0.142], [0.052, 4.362, 1.187], [2.513, 5.624, 0.407], [1.764, 3.141, -0.517], [2.913, 2.899, -0.240], [0.873, 2.430, -1.034], [2.987, -1.301, 3.015], [2.434, -0.330, 2.104], [3.380, 0.205, 1.159], [1.129, -0.024, 2.074], [0.528, 0.378, 0.977], [0.437, -0.140, 3.254], [-1.006, -0.219, 3.246], [0.995, 0.350, 4.499], [3.575, -2.015, 2.435], [2.195, -1.842, 3.527], [3.654, -0.835, 3.746], [4.261, 0.548, 1.706], [2.956, 1.052, 0.629], [3.688, -0.537, 0.425], [-0.346, 0.853, 1.211], [-1.484, 0.769, 3.202], [-1.320, -0.702, 4.171], [-1.345, -0.828, 2.408], [2.008, 0.707, 4.342], [0.998, -0.436, 5.258], [0.395, 1.190, 4.862], [2.598, -0.331, -2.432]]}